Below is a cluster of 9 separate species, C39H91Br6N5O13 in total at a distorted geometry, with properties calculated with ωB97M-V/def2-TZVPD.

Each line ends with the Löwdin charge.
Geometry (Å):
1 C 21.6399 34.5508 4.7761  -0.098
2 O 21.0083 33.3246 5.0783  -0.220
3 C 21.6356 32.2770 4.3155  -0.181
4 C 21.7821 31.0739 5.2225  -0.189
5 N 22.7096 29.9709 4.8703  -0.056
6 C 24.1125 30.3683 5.0448  -0.190
7 C 25.2133 29.2652 4.7550  -0.197
8 O 25.6802 28.5515 5.8809  -0.209
9 C 24.6584 27.8476 6.6312  -0.083
10 H 21.5976 34.6845 3.6951  0.072
11 H 22.6694 34.7630 5.0646  0.094
12 H 21.0312 35.3032 5.2775  0.095
13 H 22.5914 32.6294 3.9278  0.107
14 H 21.0134 32.0119 3.4607  0.118
15 H 20.8093 30.5857 5.2808  0.117
16 H 21.9108 31.3532 6.2682  0.089
17 H 22.3729 29.0942 5.2420  0.094
18 H 24.3082 30.9378 5.9533  0.113
19 H 24.3348 31.0533 4.2265  0.091
20 H 26.0880 29.7935 4.3755  0.114
21 H 24.8433 28.5471 4.0232  0.119
22 H 25.2585 27.2482 7.3160  0.091
23 H 24.1258 27.1895 5.9447  0.080
24 H 23.8929 28.4938 7.0607  0.072
25 C 18.0807 31.0251 -0.2201  -0.090
26 O 17.0410 31.4397 0.6529  -0.223
27 C 15.9651 30.5190 0.6043  -0.197
28 C 14.8976 30.9167 1.6728  -0.177
29 N 14.1964 32.1343 1.2808  -0.046
30 C 13.3953 32.7283 2.3162  -0.217
31 C 12.2790 31.8066 2.7015  -0.305
32 O 11.2339 32.3707 3.3411  -0.159
33 C 10.3289 33.1508 2.4864  -0.048
34 H 18.3315 29.9703 -0.1086  0.095
35 H 18.9472 31.6852 -0.1811  0.077
36 H 17.6622 31.0704 -1.2255  0.055
37 H 16.3013 29.4892 0.7252  0.119
38 H 15.5601 30.5745 -0.4061  0.119
39 H 15.4447 31.0077 2.6111  0.099
40 H 14.2009 30.0841 1.7705  0.116
41 H 14.8578 32.7708 0.8595  0.066
42 H 12.9553 33.6361 1.9034  0.100
43 H 13.9890 32.8843 3.2169  0.108
44 H 12.7012 31.0435 3.3554  0.114
45 H 11.9417 31.2547 1.8241  0.127
46 H 9.8068 32.4476 1.8375  0.086
47 H 10.7733 33.9267 1.8631  0.067
48 H 9.5764 33.5356 3.1747  0.077
49 C 6.4323 34.5940 4.8307  -0.082
50 O 7.3626 35.6521 4.3790  -0.214
51 C 7.2645 36.0076 2.9817  -0.209
52 C 8.3832 36.9424 2.5644  -0.231
53 N 9.7141 36.3945 2.3812  -0.068
54 C 10.7110 37.4839 2.1164  -0.162
55 C 12.1516 36.9374 1.9688  -0.205
56 O 12.8190 36.7801 3.2365  -0.182
57 C 14.0747 36.1498 3.3074  -0.118
58 H 6.4561 34.5916 5.9204  0.080
59 H 6.7223 33.5657 4.6148  0.072
60 H 5.4089 34.7033 4.4718  0.078
61 H 6.2995 36.5134 2.9490  0.120
62 H 7.3473 35.0820 2.4121  0.117
63 H 8.4548 37.6389 3.3998  0.113
64 H 8.1006 37.6048 1.7462  0.120
65 H 10.0452 35.9163 3.2070  0.099
66 H 10.7833 38.0231 3.0609  0.117
67 H 10.3565 38.0777 1.2739  0.119
68 H 12.6422 37.7065 1.3722  0.107
69 H 12.2540 36.0700 1.3168  0.087
70 H 14.3294 35.8142 4.3127  0.097
71 H 14.8768 36.8499 3.0740  0.017
72 H 14.1550 35.3727 2.5474  0.043
73 C 22.6100 30.2525 -3.8705  -0.149
74 O 22.1185 30.9076 -2.7373  -0.203
75 C 21.5616 32.2575 -3.0088  -0.150
76 C 21.2649 32.9113 -1.6265  -0.237
77 N 22.4272 33.6044 -1.1483  -0.025
78 C 22.2165 33.9909 0.3086  -0.194
79 C 23.4286 34.3275 1.0911  -0.268
80 O 24.0852 33.1551 1.4801  -0.188
81 C 25.3414 33.3733 2.0640  -0.113
82 H 23.5202 30.7120 -4.2558  0.082
83 H 21.9016 30.2161 -4.6981  0.080
84 H 22.7971 29.2040 -3.6385  0.085
85 H 20.6557 32.1574 -3.6067  0.067
86 H 22.2816 32.7601 -3.6546  0.118
87 H 20.8881 32.2065 -0.8853  0.099
88 H 20.3769 33.5326 -1.7431  0.058
89 H 23.3140 33.1338 -1.2580  0.113
90 H 21.6243 33.3612 0.9727  0.106
91 H 21.5543 34.8526 0.2255  0.074
92 H 23.1770 34.9025 1.9822  0.112
93 H 24.1266 34.9250 0.5047  0.114
94 H 25.2115 34.1664 2.8003  0.080
95 H 26.0231 33.8152 1.3374  0.087
96 H 25.8230 32.5552 2.5997  0.082
97 C 22.3779 31.8837 8.7873  -0.131
98 O 21.9056 33.0455 8.1624  -0.187
99 C 20.7877 33.5307 8.9209  -0.204
100 C 19.4589 32.7736 8.7909  -0.232
101 N 18.8393 32.9620 7.4929  -0.063
102 C 17.4805 32.2778 7.4019  -0.131
103 C 16.8995 32.7507 6.0000  -0.211
104 O 15.5260 32.5721 5.7239  -0.176
105 C 15.1940 31.2243 5.7121  -0.134
106 H 23.2684 31.5528 8.2529  0.085
107 H 21.5785 31.1483 8.8783  0.078
108 H 22.6553 32.0937 9.8202  0.087
109 H 20.5390 34.5385 8.5886  0.122
110 H 21.0511 33.6196 9.9749  0.115
111 H 18.7763 33.1862 9.5339  0.121
112 H 19.6582 31.7167 8.9675  0.098
113 H 19.5643 32.9394 6.7902  0.083
114 H 16.8178 32.5045 8.2371  0.120
115 H 17.6814 31.2066 7.3842  0.101
116 H 17.4236 32.2483 5.1869  0.099
117 H 17.1366 33.8142 5.9723  0.115
118 H 15.3087 30.7420 6.6828  0.088
119 H 15.7154 30.6880 4.9193  0.082
120 H 14.1415 31.0197 5.5163  0.086
121 O 18.7049 35.0234 0.1864  0.083
122 C 18.3936 34.5522 1.2849  -0.567
123 O 17.2381 34.7588 1.9565  0.002
124 C 17.2788 34.1404 3.2216  -0.130
125 C 18.3702 33.1771 2.9919  -0.137
126 O 19.1335 33.7738 1.9902  0.098
127 H 17.3455 34.9362 3.9635  0.126
128 H 16.2962 33.6856 3.0964  0.130
129 H 17.9695 32.2133 2.6778  0.131
130 H 19.0165 33.1072 3.8668  0.113
131 Br 17.9350 33.1939 -3.3073  0.641
132 C 16.5676 33.6825 -1.8913  -0.630
133 C 15.9429 35.0357 -2.2141  -0.576
134 Br 14.8152 35.5337 -0.5957  0.636
135 H 17.1585 33.8010 -0.9831  0.009
136 H 15.8417 32.8785 -1.7702  0.056
137 H 15.3279 34.9721 -3.1118  0.060
138 H 16.7829 35.7006 -2.4148  0.051
139 Br 20.0536 36.3132 -4.4439  0.546
140 C 20.7548 36.4062 -2.5613  -0.639
141 C 21.6030 37.6762 -2.2908  -0.671
142 Br 22.3993 37.6714 -0.5022  0.644
143 H 21.4392 35.5603 -2.4951  0.017
144 H 19.9725 36.3051 -1.8091  0.043
145 H 20.8198 38.4253 -2.4073  0.013
146 H 22.3482 37.9599 -3.0339  0.055
147 Br 17.3952 38.1635 3.2193  0.599
148 C 17.8794 39.2608 1.5542  -0.602
149 C 17.3132 38.6654 0.2809  -0.638
150 Br 18.0537 39.6336 -1.3004  0.605
151 H 18.9379 39.4794 1.4129  0.050
152 H 17.5569 40.2538 1.8671  0.044
153 H 16.2335 38.5632 0.1722  0.048
154 H 17.7618 37.6752 0.2016  0.028

Cartesian forces (eV/Å) of the 6 atoms listed first:
-1.2 1.0 -0.3
1.1 -0.6 -0.3
0.3 -0.2 0.3
-0.6 -1.9 0.9
0.0 1.4 -0.6
0.5 -1.2 -1.3

Its gap between HOMO and LUMO is 8.9 eV. The value obtained for the total energy is -18236.19175 a.u. The SMILES is COCCNCCOC.COCCNCCOC.COCCNCCOC.COCCNCCOC.COCCNCCOC.O=C1OCCO1.BrCCBr.BrCCBr.BrCCBr. Its charge is 0. The spin multiplicity is 1.